1.
2 unconnected molecules or ions with the total composition C7H11ClN4S in a non-equilibrium geometry, computed with the ωB97M-V functional and the def2-TZVPD basis.

Each line ends with the Löwdin charge.
Element x y z (Å)
1 Cl -1.57 -1.46 -0.49  0.789
2 S 3.29 -2.36 0.10  1.003
3 N -9.10 -0.55 0.07  0.339
4 N -0.25 0.63 0.09  0.112
5 N 1.29 2.55 0.16  0.122
6 N 0.99 -1.35 -0.35  0.041
7 C 4.95 -1.61 0.23  -0.322
8 C 0.82 1.39 0.05  -0.087
9 C 2.67 0.36 -0.20  0.032
10 C 2.69 2.70 0.01  -0.017
11 C -0.08 -0.64 -0.22  -0.736
12 C 3.36 1.54 -0.27  -0.085
13 C 2.34 -0.94 -0.19  -0.528
14 H 5.39 -1.28 -0.67  0.040
15 H 4.92 -0.74 0.82  0.024
16 H -8.09 -0.41 0.28  0.179
17 H 0.70 3.31 0.44  0.183
18 H -9.53 -0.03 -0.71  0.181
19 H 5.61 -2.33 0.71  0.062
20 H 3.33 3.56 0.27  0.154
21 H -9.28 -1.54 -0.17  0.175
22 H 4.26 1.81 -0.73  0.114
23 H -9.53 -0.32 0.92  0.126
24 H 0.82 -2.29 -0.13  0.097

Computed properties:
- net charge = +2
- 2S+1 = 1
- gap between HOMO and LUMO (eV) = 7.4
- E_LUMO (eV) = -6.09
- HOMO energy (eV) = -13.49
- energy relative to the best compared isomer or geometry (same formula, charge and spin) (eV) = 0.000
- E_tot (Ha) = -1350.04619


2.
A gas-phase ion, C7H11ClNO2 (charge +1) in a non-equilibrium geometry, computed with the ωB97M-V functional and the def2-TZVPD basis.

Each line ends with the Löwdin charge.
Element x y z (Å)
1 Cl -0.74 2.25 0.09  0.710
2 O -3.43 0.51 0.03  0.027
3 O 2.39 0.06 -1.07  0.098
4 N 2.19 1.58 0.70  0.204
5 C 1.88 0.24 0.14  -0.411
6 C -0.81 -2.16 0.09  -0.075
7 C 0.44 -1.76 0.19  -0.088
8 C 0.89 -0.45 0.71  -0.069
9 C -2.19 -0.02 -0.22  -0.374
10 C -1.96 -1.28 0.19  -0.018
11 C -1.16 0.84 -0.94  -0.429
12 H -1.61 1.12 -1.93  0.126
13 H -0.36 0.22 -1.18  0.036
14 H -1.06 -3.12 -0.06  0.083
15 H 0.74 -0.48 1.78  0.148
16 H 3.00 -0.66 -1.29  0.157
17 H 2.76 2.09 -0.05  0.203
18 H -3.50 1.51 0.10  0.137
19 H 2.76 1.79 1.60  0.224
20 H -2.87 -1.79 0.54  0.138
21 H 1.42 -2.40 -0.08  0.169
22 H 1.22 1.90 0.65  0.004

Computed properties:
- net charge = +1
- 2S+1 = 1
- gap between HOMO and LUMO (eV) = 8.5
- E_LUMO (eV) = -3.39
- HOMO energy (eV) = -11.85
- energy relative to the best compared isomer or geometry (same formula, charge and spin) (eV) = 0.000
- E_tot (Ha) = -938.39394


3.
C7H11F in the gas phase in a non-equilibrium geometry, computed with the ωB97M-V functional and the def2-TZVPD basis.

Each line ends with the Löwdin charge.
Element x y z (Å)
1 F 0.02 0.11 -2.05  0.006
2 C -0.98 -1.08 -0.53  -0.256
3 C 2.16 1.04 0.12  0.008
4 C -1.54 -1.23 0.83  -0.149
5 C 1.37 -0.31 -0.12  -0.104
6 C -0.27 1.45 -0.01  -0.096
7 C -0.06 0.07 -0.69  -0.526
8 C 1.08 1.94 0.24  -0.088
9 H 2.04 -0.67 -1.04  0.145
10 H 3.20 1.01 0.46  0.094
11 H -0.80 -1.75 1.50  0.081
12 H -0.79 2.05 -0.71  0.111
13 H 1.15 -1.11 0.64  0.110
14 H -1.93 -1.11 -1.35  0.177
15 H -2.03 -0.28 1.26  0.093
16 H -2.39 -2.02 0.73  0.096
17 H -0.88 1.15 0.93  0.137
18 H -0.48 -2.09 -0.79  0.140
19 H 1.14 2.82 0.58  0.022

Computed properties:
- net charge = 0
- 2S+1 = 1
- gap between HOMO and LUMO (eV) = 10.1
- E_LUMO (eV) = 1.03
- HOMO energy (eV) = -9.09
- energy relative to the best compared isomer or geometry (same formula, charge and spin) (eV) = 2.653
- E_tot (Ha) = -373.06990


4.
2 unconnected molecules or ions with the total composition C7H11F9NOP in a non-equilibrium geometry, computed with the ωB97M-V functional and the def2-TZVPD basis.

Each line ends with the Löwdin charge.
Element x y z (Å)
1 P 0.88 -2.82 2.91  0.749
2 F -3.98 2.59 -0.27  0.138
3 F -0.16 0.73 -0.07  0.075
4 F 1.63 -2.70 -0.10  -0.184
5 F -0.50 3.14 0.23  0.086
6 F 0.25 2.52 -2.27  0.124
7 F -2.05 3.06 1.76  0.095
8 F 0.17 0.81 -3.60  0.103
9 F 1.59 0.32 -1.29  0.078
10 F -2.48 1.04 -0.11  0.123
11 O -2.40 2.51 -1.83  0.032
12 N 1.55 -4.46 2.76  -0.300
13 C 1.97 -1.48 2.08  -0.431
14 C -1.83 3.29 0.44  -0.264
15 C -1.81 1.39 -2.49  -0.054
16 C -0.28 1.28 -2.39  -0.428
17 C -2.66 2.34 -0.44  -0.478
18 C 0.23 0.34 -1.30  -0.289
19 C 2.68 -1.95 0.68  -0.196
20 H 0.94 -5.11 2.21  0.028
21 H -2.31 0.45 -2.24  0.147
22 H 3.63 -2.64 0.86  0.118
23 H -0.12 -0.68 -1.46  0.175
24 H -2.04 1.54 -3.55  0.152
25 H 1.23 -0.59 1.79  0.077
26 H -2.09 4.34 0.22  0.176
27 H 2.77 -1.00 2.81  0.091
28 H -0.39 -2.80 2.16  -0.080
29 H 3.02 -0.98 0.07  0.114
30 H 2.55 -4.47 2.44  0.023

Computed properties:
- net charge = 0
- 2S+1 = 1
- gap between HOMO and LUMO (eV) = 8.5
- E_LUMO (eV) = 0.67
- HOMO energy (eV) = -7.83
- E_tot (Ha) = -1643.38956


5.
C7H11FN2 in the gas phase in a non-equilibrium geometry, computed with the ωB97M-V functional and the def2-TZVPD basis.

Each line ends with the Löwdin charge.
Element x y z (Å)
1 F -1.10 -2.03 -0.09  0.060
2 N -1.09 1.69 -0.95  0.034
3 N 0.43 -0.31 -0.66  -0.135
4 C -0.16 0.75 -1.68  -0.151
5 C -0.06 -0.83 1.70  -0.137
6 C -0.53 0.40 2.34  -0.062
7 C -0.53 -0.86 0.30  -0.374
8 C -1.51 0.60 0.12  -0.144
9 C 1.48 -1.11 -1.32  -0.053
10 C -1.32 1.10 1.52  -0.084
11 H -0.25 0.50 3.37  0.103
12 H 0.74 1.21 -2.01  0.093
13 H -0.28 -1.71 2.20  0.102
14 H 1.36 -2.15 -1.06  0.088
15 H 0.99 -1.00 1.74  0.114
16 H -1.84 2.02 1.91  0.123
17 H -0.61 0.18 -2.52  0.118
18 H 2.24 -0.65 -0.77  0.069
19 H -0.44 2.35 -0.59  0.070
20 H 1.55 -0.93 -2.34  0.052
21 H -2.56 0.46 0.02  0.114

Computed properties:
- net charge = 0
- 2S+1 = 1
- gap between HOMO and LUMO (eV) = 9.5
- E_LUMO (eV) = 1.01
- HOMO energy (eV) = -8.52
- energy relative to the best compared isomer or geometry (same formula, charge and spin) (eV) = 1.583
- E_tot (Ha) = -482.58327


6.
A gas-phase ion, C7H11FNO (charge +1) in a non-equilibrium geometry, computed with the ωB97M-V functional and the def2-TZVPD basis.

Each line ends with the Löwdin charge.
Element x y z (Å)
1 F -1.02 -1.13 1.37  0.022
2 O 2.99 -0.18 0.55  0.037
3 N -1.30 1.42 1.06  0.189
4 C -0.97 -1.84 -1.21  0.086
5 C 1.39 0.92 -0.38  -0.020
6 C -0.62 -0.68 0.11  -0.384
7 C 1.85 -0.86 0.80  -0.013
8 C 0.79 -0.23 0.22  -0.181
9 C 2.74 0.88 -0.19  -0.082
10 C -1.48 0.52 -0.18  -0.095
11 H -0.35 -1.48 -1.99  0.051
12 H -0.64 -2.89 -0.81  0.122
13 H -1.16 1.09 -1.06  0.127
14 H 3.52 1.50 -0.60  0.141
15 H -2.01 -1.85 -1.40  0.050
16 H 1.82 -1.67 1.52  0.155
17 H -2.65 0.41 -0.39  0.191
18 H -1.82 0.97 1.76  0.129
19 H 0.96 1.34 -1.24  0.112
20 H -0.23 1.53 1.24  0.196
21 H -1.81 2.26 0.79  0.167

Computed properties:
- net charge = +1
- 2S+1 = 3
- gap between HOMO and LUMO (alpha / beta) (eV) = 5.4 / 7.9
- expectation value of S² = 2.006
- E_LUMO (alpha / beta) (eV) = -3.27 / -6.07
- HOMO energy (alpha / beta) (eV) = -8.63 / -14.00
- E_tot (Ha) = -502.71371